Entry 1:
Computed, not measured: a 4-piece molecular cluster, C2H10O4 overall in a non-equilibrium geometry, with the ωB97M-V functional and the def2-TZVPD basis.

lowest unoccupied orbital energy = 0.021 hartree
Kohn-Sham gap = 9.724 eV
multiplicity = 1
energy relative to the best compared isomer or geometry (same formula, charge and spin) = 40.8 kcal per mole
E = -10424.425 eV

Element x y z (Å)
C: 0.125 2.883 3.908
C: 0.025 3.601 2.794
O: 0.663 3.568 1.578
H: 0.092 3.602 4.716
H: 0.603 1.906 4.034
H: -0.383 4.614 2.839
H: 1.319 2.861 1.592
H: 2.317 0.747 -4.988
H: 1.754 0.397 -3.562
O: 2.306 0.103 -4.288
H: -1.630 -4.053 -0.281
H: -2.201 -5.040 0.784
O: -2.415 -4.301 0.225
H: -0.495 -4.279 -3.319
H: -1.328 -3.042 -3.314
O: -0.751 -3.566 -2.718



Entry 2:
Computed, not measured: a 2-piece molecular cluster, C2H5ClO2PS3 overall in a non-equilibrium geometry, with the ωB97M-V functional and the def2-TZVPD basis.

lowest unoccupied orbital energy = 0.117 hartree
total charge = -1
Kohn-Sham gap = 8.209 eV
multiplicity = 1
energy relative to the best compared isomer or geometry (same formula, charge and spin) = 0.0 kcal per mole
E = -60570.207 eV

Element x y z (Å)
C: 0.491 0.298 -1.978
C: -0.412 0.927 -0.905
O: -0.594 -1.843 -0.010
O: -1.725 0.050 1.432
P: -1.066 -0.393 0.175
S: -2.136 0.407 -1.453
S: 1.427 -0.148 1.900
S: 0.398 -0.138 3.597
Cl: 2.123 1.026 -1.863
H: 0.127 0.479 -3.013
H: 0.566 -0.730 -1.823
H: -0.297 1.902 -0.596
H: -0.652 -0.358 2.668
H: 1.749 -1.478 1.869



Entry 3:
Computed, not measured: C21H32N2O3 as an isolated structure in a non-equilibrium geometry, with the ωB97M-V functional and the def2-TZVPD basis.

lowest unoccupied orbital energy = 0.021 hartree
Kohn-Sham gap = 8.683 eV
multiplicity = 1
energy relative to the best compared isomer or geometry (same formula, charge and spin) = 469.7 kcal per mole
E = -31400.713 eV

Element x y z (Å)
C: 2.920 4.784 2.587
H: 2.832 5.586 1.739
O: 2.730 3.515 1.691
C: 2.762 2.459 2.388
C: 2.973 2.494 3.659
C: 2.942 1.151 4.471
C: 2.656 0.055 3.815
C: 2.639 0.068 2.170
C: 2.691 1.331 1.601
O: 2.340 1.426 0.256
C: 3.389 2.069 -0.414
H: 3.377 1.821 -1.511
H: 2.890 3.437 -0.578
H: 4.295 2.052 -0.088
C: 2.402 -1.217 1.458
O: 2.576 -2.291 2.254
N: 1.680 -1.100 0.332
H: 1.615 -0.266 -0.017
C: 1.534 -2.513 -0.561
H: 2.144 -2.478 -1.230
C: 0.123 -2.392 -0.925
C: -0.255 -3.877 -1.257
C: -1.722 -3.925 -1.874
C: -1.984 -2.743 -2.764
N: -1.388 -1.461 -2.645
C: -0.299 -1.406 -1.980
H: -0.168 -0.208 -1.530
H: 0.501 -1.647 -2.810
C: -2.644 -0.528 -1.686
C: -2.494 0.911 -2.147
C: -3.513 1.667 -1.739
C: -3.678 1.685 -0.275
C: -3.952 0.100 0.195
C: -2.802 -0.564 -0.308
H: -1.863 -0.267 0.208
H: -2.868 -1.933 0.006
H: -3.961 0.085 1.122
H: -4.990 -0.304 -0.034
H: -4.583 2.170 0.176
H: -2.766 1.928 0.462
H: -3.602 2.792 -1.881
H: -4.493 1.365 -1.915
H: -1.465 1.352 -1.647
H: -2.356 1.132 -3.225
H: -3.434 -0.868 -2.263
H: -3.137 -2.675 -3.384
H: -1.467 -2.845 -3.839
H: -2.608 -3.619 -1.129
H: -1.918 -4.838 -2.491
H: -0.047 -4.597 -0.587
H: 0.383 -4.062 -2.357
H: -0.533 -2.306 -0.040
H: 1.712 -3.360 -0.005
H: 2.581 -1.023 4.107
H: 2.955 0.953 5.492
H: 3.081 3.032 4.577
H: 2.250 5.046 3.265
H: 4.018 4.846 3.106



Entry 4:
Computed, not measured: a 4-piece molecular cluster, H8O4 overall in a non-equilibrium geometry, with the ωB97M-V functional and the def2-TZVPD basis.

lowest unoccupied orbital energy (alpha / beta) = 0.147 / 0.144 hartree
total charge = -1
Kohn-Sham gap (alpha / beta) = 3.464 / 11.300 eV
multiplicity = 2
expectation value of S² = 0.750
energy relative to the best compared isomer or geometry (same formula, charge and spin) = 4.4 kcal per mole
E = -8319.272 eV

Element x y z (Å)
O: 0.017 -1.483 0.224
H: 0.139 -2.274 -0.301
H: 0.335 -1.722 1.095
O: 1.797 1.630 2.125
H: 0.906 1.643 1.776
H: 2.273 1.035 1.545
O: -0.641 -0.145 -2.675
H: -1.276 -0.524 -3.282
H: -0.747 -0.651 -1.869
O: -0.755 1.087 0.688
H: -1.006 0.186 0.892
H: -1.041 1.217 -0.217



Entry 5:
Computed, not measured: an isolated molecule of C3H4O2S2 in a non-equilibrium geometry, with the ωB97M-V functional and the def2-TZVPD basis.

lowest unoccupied orbital energy = -0.066 hartree
Kohn-Sham gap = 7.786 eV
multiplicity = 1
energy relative to the best compared isomer or geometry (same formula, charge and spin) = 20.0 kcal per mole
E = -28940.186 eV

Element x y z (Å)
C: -1.652 0.947 0.188
C: -0.468 0.013 0.070
C: 0.872 0.675 0.059
H: -3.083 -0.389 -0.051
H: -1.379 1.928 -0.240
H: -1.841 1.218 1.237
H: 3.124 0.637 0.069
O: -2.830 0.469 -0.424
O: 0.992 1.883 0.102
S: -0.709 -1.597 0.131
S: 2.295 -0.404 -0.153



Entry 6:
Computed, not measured: C18H32N3O28S8 as an isolated structure in a non-equilibrium geometry, with the ωB97M-V functional and the def2-TZVPD basis.

lowest unoccupied orbital energy = 0.054 hartree
total charge = -1
Kohn-Sham gap = 5.691 eV
multiplicity = 1
E = -167653.255 eV

Element x y z (Å)
N: 1.452 -2.788 2.214
C: 0.747 -2.398 0.941
S: 0.828 -0.588 0.574
O: 0.007 -0.224 -0.644
O: 2.267 -0.307 0.167
N: 0.508 0.424 1.900
S: -0.891 -0.019 2.757
O: -0.522 -0.683 4.056
O: -1.580 1.271 3.137
C: -2.132 -0.970 1.790
C: -2.594 -2.366 2.212
C: -3.648 -3.077 1.411
N: -4.373 -2.690 0.262
C: -3.895 -1.419 -0.108
C: -2.852 -0.510 0.536
H: 0.882 -2.492 3.022
H: 1.368 -3.824 2.216
H: -0.312 -2.846 0.871
H: 1.338 -2.919 0.099
H: -2.140 -2.858 3.132
H: -3.925 -4.128 1.793
H: -4.382 -1.009 -1.061
H: -2.610 0.505 0.094
C: 3.433 -4.497 -3.026
C: 2.357 -4.278 -4.077
O: 1.363 -5.265 -3.799
S: 1.324 -5.540 -2.201
O: 0.268 -4.765 -1.640
O: 1.455 -6.944 -1.982
O: 2.729 -4.824 -1.829
H: 4.074 -5.344 -3.287
H: 4.049 -3.609 -2.875
H: 2.739 -4.390 -5.092
H: 1.895 -3.293 -3.970
C: -2.054 3.381 -2.590
C: -3.104 3.607 -3.666
O: -4.112 2.626 -3.412
S: -4.188 2.351 -1.815
O: -5.256 3.133 -1.276
O: -4.068 0.947 -1.594
O: -2.791 3.057 -1.410
H: -1.412 2.530 -2.836
H: -1.436 4.263 -2.424
H: -2.700 3.493 -4.670
H: -3.563 4.596 -3.568
C: 3.143 -8.159 4.053
C: 3.672 -6.835 4.581
O: 3.262 -5.864 3.620
S: 1.847 -6.321 2.974
O: 0.800 -5.634 3.656
O: 1.977 -6.316 1.556
O: 1.866 -7.858 3.494
H: 3.781 -8.549 3.255
H: 3.048 -8.908 4.840
H: 4.756 -6.834 4.690
H: 3.210 -6.579 5.539
C: -1.957 7.769 -6.647
C: -1.569 8.371 -5.307
O: -1.096 7.270 -4.531
S: -0.391 6.192 -5.516
O: 1.017 6.414 -5.489
O: -0.978 4.915 -5.277
O: -0.968 6.774 -6.914
H: -2.931 7.275 -6.591
H: -1.974 8.513 -7.444
H: -2.408 8.858 -4.811
H: -0.747 9.084 -5.417
C: 4.496 2.988 -2.344
C: 3.457 3.213 -3.436
O: 2.439 2.250 -3.184
S: 2.341 1.986 -1.567
O: 1.280 2.792 -1.049
O: 2.440 0.579 -1.316
O: 3.751 2.689 -1.164
H: 5.131 2.128 -2.573
H: 5.121 3.868 -2.184
H: 3.869 3.082 -4.437
H: 3.009 4.209 -3.354
C: -1.041 1.554 8.073
C: -2.505 1.966 8.113
O: -2.690 2.787 6.964
S: -1.703 2.265 5.774
O: -2.447 1.420 4.909
O: -0.940 3.376 5.307
O: -0.746 1.332 6.697
H: -0.395 2.359 8.434
H: -0.851 0.649 8.652
H: -2.758 2.514 9.022
H: -3.162 1.096 8.018



Entry 7:
Computed, not measured: C21H31F6N3O6PRhS6 as an isolated structure, with the ωB97M-V functional and the def2-TZVPD basis.

lowest unoccupied orbital energy = 0.157 hartree
total charge = -2
Kohn-Sham gap = 5.243 eV
multiplicity = 1
energy relative to the best compared isomer or geometry (same formula, charge and spin) = 0.0 kcal per mole
E = -132657.316 eV

Element x y z (Å)
Rh: -0.673 -0.544 1.342
O: -6.607 -3.952 1.052
C: -5.547 -3.362 1.081
S: -5.392 -1.611 0.940
C: -3.650 -1.527 1.150
C: -3.001 -2.683 1.347
S: -1.280 -2.817 1.530
S: -3.991 -4.135 1.370
S: -2.888 0.043 1.088
C: 1.282 3.260 0.779
C: 0.201 2.240 0.415
C: -1.123 2.946 0.120
O: 0.098 1.339 1.467
H: 1.431 3.991 -0.023
H: 2.226 2.741 0.959
H: 0.999 3.792 1.693
H: 0.533 1.746 -0.505
H: -1.469 3.485 1.008
H: -1.885 2.216 -0.156
H: -1.016 3.662 -0.705
C: 4.113 -2.408 -0.905
N: 3.516 -1.762 0.249
C: 4.253 -1.093 1.156
C: 3.699 -0.611 2.284
C: 2.282 -0.798 2.443
N: 1.522 -1.288 1.471
C: 2.118 -1.938 0.417
O: 1.549 -2.663 -0.367
N: 1.701 -0.521 3.601
H: 5.193 -2.266 -0.861
H: 3.710 -1.973 -1.819
H: 3.875 -3.472 -0.894
H: 5.307 -0.988 0.932
H: 4.283 -0.098 3.033
H: 2.216 -0.001 4.288
H: 0.656 -0.547 3.648
C: 2.075 -1.231 -5.139
C: 1.073 -2.173 -4.491
C: -0.220 -2.287 -5.283
O: 0.786 -1.870 -3.123
P: 0.559 -0.451 -2.415
S: 2.243 0.504 -2.052
S: -0.885 -0.682 -1.036
O: -0.239 0.297 -3.627
C: -0.686 1.648 -3.407
C: -2.197 1.673 -3.509
C: 0.006 2.533 -4.427
H: 2.346 -1.626 -6.123
H: 2.971 -1.139 -4.528
H: 1.650 -0.235 -5.262
H: 1.527 -3.167 -4.431
H: -0.688 -1.309 -5.389
H: -0.915 -2.948 -4.767
H: -0.012 -2.696 -6.276
H: -0.390 1.959 -2.402
H: -2.514 1.329 -4.498
H: -2.568 2.689 -3.354
H: -2.628 1.023 -2.748
H: -0.256 2.214 -5.441
H: 1.086 2.463 -4.300
H: -0.302 3.573 -4.299
C: -0.521 1.875 4.390
C: -1.284 0.538 4.431
O: -0.925 -0.415 3.520
C: -2.799 0.905 4.386
F: -3.195 1.530 5.541
F: -3.599 -0.150 4.254
F: -3.067 1.781 3.413
C: -1.013 -0.116 5.821
F: -1.138 0.733 6.874
F: -1.799 -1.167 6.082
F: 0.265 -0.557 5.881
H: -0.523 2.212 3.355
H: 0.513 1.729 4.696
H: -0.976 2.609 5.057



Entry 8:
Computed, not measured: C44H54HfI2N7O2Te as an isolated structure, with the ωB97M-V functional and the def2-TZVPD basis.

lowest unoccupied orbital energy (alpha / beta) = -0.164 / -0.227 hartree
total charge = +2
Kohn-Sham gap (alpha / beta) = 7.864 / 6.171 eV
multiplicity = 2
expectation value of S² = 0.756
energy relative to the best compared isomer or geometry (same formula, charge and spin) = 6.6 kcal per mole
E = -85823.335 eV

Element x y z (Å)
Hf: -0.195 0.911 2.241
C: -2.275 2.870 4.264
C: -2.056 1.626 5.100
N: -1.828 0.426 4.251
C: -3.104 -0.142 3.759
C: -3.469 0.369 2.394
C: -4.670 0.003 1.806
C: -4.941 0.442 0.523
C: -4.004 1.232 -0.124
C: -2.831 1.556 0.538
C: -1.777 2.359 -0.179
N: -0.561 2.595 0.618
C: -0.483 3.967 1.164
C: -1.438 4.092 2.332
N: -1.153 3.050 3.336
N: -2.567 1.138 1.781
H: -2.414 3.737 4.921
H: -3.188 2.773 3.673
H: -2.918 1.461 5.756
H: -1.186 1.749 5.749
H: -1.453 -0.285 4.873
H: -3.918 0.075 4.462
H: -3.008 -1.229 3.714
H: -5.367 -0.622 2.344
H: -5.862 0.165 0.032
H: -4.178 1.599 -1.124
H: -2.206 3.318 -0.496
H: -1.499 1.808 -1.083
H: 0.247 2.463 0.010
H: -0.732 4.701 0.390
H: 0.548 4.139 1.474
H: -2.468 3.951 1.999
H: -1.378 5.097 2.765
H: -0.327 3.339 3.858
I: 6.783 3.427 5.100
C: 4.967 2.960 4.212
C: 4.788 3.168 2.846
C: 3.570 2.865 2.262
I: 3.312 3.103 0.210
C: 2.523 2.368 3.018
O: 1.334 2.147 2.474
C: 2.713 2.120 4.378
C: 1.596 1.496 5.170
N: 1.067 0.261 4.507
C: 2.153 -0.741 4.403
C: 2.298 -1.319 3.027
C: 3.023 -2.490 2.839
C: 3.325 -2.886 1.552
C: 2.904 -2.091 0.494
C: 2.142 -0.975 0.770
N: 1.817 -0.593 2.014
C: 3.933 2.422 4.969
H: 5.596 3.557 2.244
H: 1.970 1.245 6.168
H: 0.767 2.195 5.307
H: 0.386 -0.138 5.145
H: 3.101 -0.240 4.622
H: 2.036 -1.528 5.154
H: 3.361 -3.057 3.695
H: 3.891 -3.790 1.376
H: 3.131 -2.336 -0.528
H: 1.754 -0.366 -0.036
H: 4.080 2.224 6.022
C: -0.978 -2.337 1.961
C: -1.020 -1.494 0.680
O: -1.520 -2.151 -0.299
N: -0.577 -0.283 0.656
Te: -1.301 -0.976 -2.433
C: -1.664 -0.885 -4.529
C: -2.049 0.375 -5.019
C: -2.286 1.580 -4.152
C: -2.197 0.542 -6.391
C: -2.003 -0.503 -7.281
C: -2.173 -0.313 -8.756
C: -1.667 -1.748 -6.764
C: -1.500 -1.964 -5.404
C: -1.151 -3.341 -4.936
C: 0.601 -1.876 -2.576
C: 1.635 -1.018 -2.967
C: 1.427 0.453 -3.186
C: 2.897 -1.555 -3.189
C: 3.147 -2.915 -3.046
C: 4.503 -3.488 -3.334
C: 2.104 -3.730 -2.633
C: 0.823 -3.241 -2.386
C: -0.213 -4.239 -1.968
H: -0.218 -3.114 1.855
H: -1.933 -2.836 2.129
H: -0.713 -1.756 2.859
H: -2.961 1.367 -3.325
H: -2.737 2.374 -4.743
H: -1.354 1.968 -3.732
H: -2.478 1.515 -6.771
H: -2.419 0.719 -8.999
H: -2.969 -0.952 -9.137
H: -1.260 -0.581 -9.288
H: -1.540 -2.582 -7.442
H: -1.412 -4.070 -5.700
H: -1.688 -3.610 -4.026
H: -0.082 -3.431 -4.738
H: 0.950 0.927 -2.320
H: 0.796 0.641 -4.058
H: 2.381 0.948 -3.356
H: 3.699 -0.898 -3.499
H: 5.229 -2.705 -3.536
H: 4.466 -4.145 -4.203
H: 4.865 -4.084 -2.495
H: 2.280 -4.791 -2.511
H: 0.045 -4.651 -0.992
H: -0.236 -5.066 -2.678
H: -1.213 -3.823 -1.878



Entry 9:
Computed, not measured: a 2-piece molecular cluster, C3H2O3 overall in a non-equilibrium geometry, with the ωB97M-V functional and the def2-TZVPD basis.

lowest unoccupied orbital energy = 0.018 hartree
Kohn-Sham gap = 9.505 eV
multiplicity = 1
energy relative to the best compared isomer or geometry (same formula, charge and spin) = 42.3 kcal per mole
E = -9283.692 eV

Element x y z (Å)
O: -2.625 0.147 0.732
C: -1.586 0.004 1.165
C: 0.371 0.509 -1.114
O: -0.242 1.292 -1.732
C: 1.017 -0.399 -0.399
O: 1.392 -0.142 0.907
H: 0.600 -0.251 1.458
H: 1.311 -1.333 -0.870



Entry 10:
Computed, not measured: an isolated molecule of C5H7NO2 in a non-equilibrium geometry, with the ωB97M-V functional and the def2-TZVPD basis.

lowest unoccupied orbital energy = 0.025 hartree
Kohn-Sham gap = 9.704 eV
multiplicity = 1
energy relative to the best compared isomer or geometry (same formula, charge and spin) = 159.8 kcal per mole
E = -10876.687 eV

Element x y z (Å)
C: -0.649 0.265 0.198
C: 0.487 1.146 -0.511
C: 1.680 0.222 0.035
C: -0.426 -1.061 -0.336
C: -1.826 -0.469 -0.303
H: 0.078 0.207 2.392
H: 0.612 2.166 0.048
H: 0.684 1.032 -1.600
H: 2.693 0.726 -0.282
H: 0.104 -1.080 -1.314
H: -2.525 -0.938 0.335
H: -2.364 -0.268 -1.257
N: 1.690 -0.960 0.416
O: -0.677 0.607 1.585
O: 0.440 -1.595 0.596



Entry 11:
Computed, not measured: a 3-piece molecular cluster, C5H16O2 overall in a non-equilibrium geometry, with the ωB97M-V functional and the def2-TZVPD basis.

lowest unoccupied orbital energy = 0.029 hartree
Kohn-Sham gap = 10.863 eV
multiplicity = 1
energy relative to the best compared isomer or geometry (same formula, charge and spin) = 51.5 kcal per mole
E = -9537.596 eV

Element x y z (Å)
C: -3.071 0.891 0.387
C: -1.741 0.771 -0.327
C: -0.629 0.423 0.595
C: 0.753 1.144 0.258
C: 1.802 0.637 1.290
H: -3.716 0.224 -0.191
H: -3.558 1.923 0.394
H: -3.217 0.528 1.366
H: -1.568 1.606 -1.036
H: -2.004 -0.157 -1.025
H: -0.959 0.502 1.653
H: -0.576 -0.754 0.738
H: 1.035 0.968 -0.868
H: 0.485 2.235 0.341
H: 2.531 1.560 1.593
H: 1.325 0.289 2.208
H: 2.347 -0.135 0.847
H: -0.470 -5.593 0.138
H: -0.676 -7.054 -0.410
O: -1.059 -6.310 0.037
H: 3.271 3.080 -2.871
H: 3.638 3.933 -1.582
O: 3.488 3.017 -1.851



Entry 12:
Computed, not measured: a 2-piece molecular cluster, C3H5NO2 overall, with the ωB97M-V functional and the def2-TZVPD basis.

lowest unoccupied orbital energy = 0.006 hartree
Kohn-Sham gap = 9.821 eV
multiplicity = 1
energy relative to the best compared isomer or geometry (same formula, charge and spin) = 105.2 kcal per mole
E = -8773.134 eV

Element x y z (Å)
N: -2.271 1.502 -0.201
C: -1.193 0.882 -0.084
O: -1.068 -0.169 0.858
C: 0.144 -0.642 0.955
C: 0.920 0.132 -0.091
O: -0.013 1.038 -0.694
H: -2.173 2.231 -0.903
H: 1.407 -2.734 -0.032
H: 1.152 -2.450 0.608
H: 1.695 0.682 0.457
H: 1.401 -0.473 -0.872